{
  "formula": "C6H35F3O16",
  "method": "ωB97M-V/def2-TZVPD",
  "e_tot_ha": -1753.042550,
  "total_charge": 0,
  "e_homo_ev": -10.9,
  "multiplicity": 1,
  "symbols": ["O", "C", "O", "C", "C", "C", "O", "C", "C", "F", "F", "F", "H", "H", "H", "H", "H", "H", "H", "H", "H", "O", "H", "H", "O", "H", "H", "O", "H", "H", "O", "H", "H", "O", "H", "H", "O", "H", "H", "O", "H", "H", "O", "H", "H", "O", "H", "H", "O", "H", "H", "O", "H", "H", "O", "H", "H", "O", "H", "H"],
  "xyz": [[4.5574, -0.9698, -0.8025], [4.6182, -0.3682, 0.2332], [3.8723, 0.6895, 0.5698], [3.2290, 1.3735, -0.5083], [2.0326, 2.1108, 0.0818], [0.9767, 1.1116, 0.5029], [0.0226, 0.9214, -0.5543], [-1.0412, 0.1007, -0.1801], [-0.6163, -1.3536, -0.0524], [-1.6540, -2.2303, -0.2131], [0.3018, -1.6467, -1.0182], [-0.0248, -1.6640, 1.1351], [5.3052, -0.6509, 1.0308], [2.8786, 0.6822, -1.2647], [3.9186, 2.0772, -0.9595], [1.6337, 2.7742, -0.6742], [2.3440, 2.6765, 0.9499], [0.4783, 1.4355, 1.4156], [1.4502, 0.1544, 0.7079], [-1.7761, 0.1545, -0.9699], [-1.5218, 0.4296, 0.7412], [0.4385, -4.6579, -0.4107], [-0.3430, -5.0147, 0.0249], [0.2312, -3.7282, -0.5452], [2.1430, -1.6998, -3.4725], [2.1647, -2.6594, -3.4216], [1.9161, -1.4149, -2.5837], [-0.8122, 3.3811, -2.0107], [0.0407, 3.7102, -2.3116], [-0.6307, 2.4773, -1.6961], [-3.3427, 1.9544, -1.0752], [-2.7498, 2.6820, -1.2946], [-3.7951, 1.7582, -1.9016], [0.0239, -4.3690, 2.7313], [0.6202, -4.7215, 2.0603], [-0.4951, -3.7149, 2.2592], [-3.0207, 2.5314, 2.0630], [-3.1933, 2.4450, 1.1189], [-2.8472, 3.4691, 2.1839], [3.2427, 0.6418, -5.2688], [2.7136, -0.0796, -4.9040], [3.3112, 0.4421, -6.2053], [-5.6061, 0.8725, 1.4411], [-5.2974, 0.9315, 0.5331], [-4.9198, 1.3167, 1.9534], [-4.3405, -3.1085, 1.4516], [-3.5464, -2.7278, 1.0691], [-4.0865, -3.3563, 2.3451], [-0.0346, -0.7252, 4.0566], [-0.5323, -1.4382, 4.4659], [0.0124, -0.9597, 3.1258], [2.7447, 3.2279, 3.0731], [2.3464, 3.7712, 3.7589], [2.8593, 2.3654, 3.4847], [-1.5825, -4.5849, -3.0856], [-2.0110, -4.0907, -2.3822], [-1.4211, -5.4530, -2.7056], [-0.3938, 3.9655, 0.9133], [-0.5723, 3.8482, -0.0290], [-0.2196, 4.9046, 1.0200]]
}



{
  "formula": "C18H42ClN3O6PdSi",
  "method": "ωB97M-V/def2-TZVPD",
  "e_tot_ha": -2204.568094,
  "total_charge": -2,
  "e_homo_ev": -0.1,
  "relative_energy_kcal_mol": 10.38,
  "multiplicity": 1,
  "symbols": ["Pd", "N", "C", "C", "N", "C", "C", "N", "H", "H", "H", "H", "H", "H", "H", "H", "H", "H", "H", "H", "H", "C", "C", "C", "C", "O", "Si", "O", "O", "C", "C", "C", "C", "O", "C", "C", "C", "C", "H", "H", "H", "H", "H", "H", "H", "H", "H", "H", "H", "H", "H", "H", "H", "H", "H", "H", "H", "H", "H", "H", "H", "H", "H", "H", "H", "Cl", "C", "C", "O", "O", "H", "H"],
  "xyz": [[0.3596, -1.8428, 0.2287], [2.6365, -1.4220, -1.7276], [2.4204, -2.0897, -3.0097], [1.0248, -1.9298, -3.5934], [0.0082, -2.6343, -2.8328], [-1.3153, -2.2525, -3.2717], [-2.4172, -3.0173, -2.5612], [-2.5290, -2.7808, -1.1242], [2.0979, -0.5562, -1.7129], [2.2058, -1.9631, -0.9621], [2.6391, -3.1547, -2.8943], [3.1325, -1.6867, -3.7411], [1.0147, -2.3160, -4.6238], [0.8113, -0.8461, -3.6565], [0.1241, -2.3756, -1.8353], [-1.3946, -2.4602, -4.3495], [-1.4906, -1.1695, -3.1352], [-2.2599, -4.0885, -2.7204], [-3.3692, -2.7532, -3.0367], [-1.6805, -3.1114, -0.6571], [-2.5018, -1.7778, -0.9521], [2.8482, 0.6700, 1.0355], [2.3246, 2.0970, 0.8818], [3.3138, 2.9278, 0.0717], [2.0996, 2.7396, 2.2503], [1.1080, 2.1356, 0.1599], [-0.2617, 1.1769, 0.2215], [-0.3552, 0.0932, -0.9138], [-1.5058, 2.3234, 0.1305], [-1.7235, 3.2721, -0.8930], [-1.1449, 2.8177, -2.2349], [-3.2345, 3.4334, -1.0117], [-1.0805, 4.5904, -0.4652], [-0.3400, 0.7572, 1.8317], [-1.3797, 0.1696, 2.6076], [-2.3030, 1.2807, 3.1017], [-2.1505, -0.8584, 1.7864], [-0.6809, -0.5148, 3.7741], [3.7032, 0.6584, 1.7209], [3.1683, 0.2557, 0.0761], [2.0832, 0.0062, 1.4382], [4.2979, 2.9397, 0.5509], [2.9527, 3.9557, -0.0236], [3.4138, 2.4987, -0.9265], [3.0408, 2.7958, 2.8071], [1.3786, 2.1519, 2.8207], [1.7015, 3.7502, 2.1227], [-1.4990, 1.8155, -2.4810], [-0.0541, 2.7692, -2.1911], [-1.4366, 3.5224, -3.0204], [-3.6825, 2.4848, -1.3147], [-3.4949, 4.2012, -1.7474], [-3.6512, 3.7153, -0.0418], [-0.0166, 4.4271, -0.2858], [-1.5377, 4.9423, 0.4631], [-1.2031, 5.3588, -1.2361], [-2.6866, 1.8549, 2.2571], [-1.7554, 1.9608, 3.7616], [-3.1412, 0.8506, 3.6591], [-2.6907, -0.3690, 0.9703], [-2.8597, -1.4135, 2.4066], [-1.4161, -1.5585, 1.3380], [-0.1052, 0.2232, 4.3411], [-0.0038, -1.2890, 3.4041], [-1.4163, -0.9742, 4.4429], [3.4921, -5.5605, 2.8067], [1.7374, -5.4671, 2.3479], [1.3960, -4.1528, 1.6353], [1.2443, -4.2320, 0.3954], [1.2592, -3.1461, 2.3589], [1.1823, -5.5425, 3.2784], [1.5487, -6.3159, 1.6998]]
}



{
  "formula": "C9H30BN9O7S",
  "method": "ωB97M-V/def2-TZVPD",
  "e_tot_ha": -1803.594331,
  "total_charge": 0,
  "smiles": "NCCBCCCS(=O)(=O)O.NC(N)=O.NC(N)=O.NC(N)=O.NC(N)=O",
  "e_homo_ev": -9.2,
  "multiplicity": 1,
  "symbols": ["N", "C", "C", "B", "C", "C", "C", "S", "O", "O", "O", "H", "H", "H", "H", "H", "H", "H", "H", "H", "H", "H", "H", "H", "H", "C", "O", "N", "N", "H", "H", "H", "H", "C", "O", "N", "N", "H", "H", "H", "H", "C", "O", "N", "N", "H", "H", "H", "H", "C", "O", "N", "N", "H", "H", "H", "H"],
  "xyz": [[4.6236, -0.7549, 1.9105], [3.2053, -0.3557, 1.8760], [3.0444, 1.1516, 2.1257], [1.5616, 1.6733, 2.2274], [0.6155, 1.8456, 0.9828], [0.2931, 0.5880, 0.1478], [-0.1796, -0.6442, 0.9146], [-1.6909, -0.4329, 1.7997], [-2.6662, 0.1806, 0.9529], [-2.0255, -1.6911, 2.3835], [-1.3811, 0.5311, 3.0116], [4.7843, -1.3469, 2.7173], [4.8365, -1.3508, 1.1205], [2.7533, -0.6328, 0.9219], [2.6405, -0.8980, 2.6426], [3.5959, 1.6831, 1.3413], [3.5623, 1.3658, 3.0655], [1.1538, 2.0049, 3.3041], [-0.3179, 2.3553, 1.2322], [1.1420, 2.5272, 0.3006], [1.1629, 0.2966, -0.4435], [-0.4901, 0.8411, -0.5695], [-0.4480, -1.4361, 0.2112], [0.5380, -1.0580, 1.6238], [-1.7651, 1.4054, 2.8251], [-3.6520, -1.5321, -2.5847], [-3.1150, -0.5028, -2.9603], [-4.2743, -2.4001, -3.4327], [-3.6619, -1.8948, -1.2609], [-4.7137, -3.2391, -3.1066], [-4.2972, -2.1901, -4.4197], [-3.2214, -1.2654, -0.6125], [-4.0819, -2.7387, -0.9221], [-3.9852, 3.3247, 1.9902], [-2.9268, 3.7134, 1.5193], [-4.5632, 3.9430, 3.0704], [-4.6540, 2.2418, 1.5107], [-5.4304, 3.6489, 3.4765], [-4.0915, 4.7438, 3.4451], [-4.2449, 1.7394, 0.7427], [-5.4819, 1.8790, 1.9426], [-3.7939, -2.2064, -7.5681], [-4.0335, -2.1022, -6.3774], [-2.8022, -3.0170, -8.0413], [-4.4972, -1.5167, -8.5132], [-2.5827, -3.1127, -9.0139], [-2.2640, -3.5234, -7.3638], [-5.2225, -0.9061, -8.1874], [-4.3135, -1.5805, -9.4957], [8.2718, -0.3676, 3.2256], [7.9385, -1.4258, 2.7223], [7.3935, 0.6552, 3.4464], [9.5638, -0.1239, 3.6154], [7.6548, 1.5239, 3.8705], [6.4385, 0.5035, 3.1606], [10.2313, -0.8564, 3.4665], [9.8637, 0.7369, 4.0302]]
}



Repeat the third record exactly.
{
  "formula": "C9H30BN9O7S",
  "method": "ωB97M-V/def2-TZVPD",
  "e_tot_ha": -1803.594331,
  "total_charge": 0,
  "smiles": "NCCBCCCS(=O)(=O)O.NC(N)=O.NC(N)=O.NC(N)=O.NC(N)=O",
  "e_homo_ev": -9.2,
  "multiplicity": 1,
  "symbols": ["N", "C", "C", "B", "C", "C", "C", "S", "O", "O", "O", "H", "H", "H", "H", "H", "H", "H", "H", "H", "H", "H", "H", "H", "H", "C", "O", "N", "N", "H", "H", "H", "H", "C", "O", "N", "N", "H", "H", "H", "H", "C", "O", "N", "N", "H", "H", "H", "H", "C", "O", "N", "N", "H", "H", "H", "H"],
  "xyz": [[4.6236, -0.7549, 1.9105], [3.2053, -0.3557, 1.8760], [3.0444, 1.1516, 2.1257], [1.5616, 1.6733, 2.2274], [0.6155, 1.8456, 0.9828], [0.2931, 0.5880, 0.1478], [-0.1796, -0.6442, 0.9146], [-1.6909, -0.4329, 1.7997], [-2.6662, 0.1806, 0.9529], [-2.0255, -1.6911, 2.3835], [-1.3811, 0.5311, 3.0116], [4.7843, -1.3469, 2.7173], [4.8365, -1.3508, 1.1205], [2.7533, -0.6328, 0.9219], [2.6405, -0.8980, 2.6426], [3.5959, 1.6831, 1.3413], [3.5623, 1.3658, 3.0655], [1.1538, 2.0049, 3.3041], [-0.3179, 2.3553, 1.2322], [1.1420, 2.5272, 0.3006], [1.1629, 0.2966, -0.4435], [-0.4901, 0.8411, -0.5695], [-0.4480, -1.4361, 0.2112], [0.5380, -1.0580, 1.6238], [-1.7651, 1.4054, 2.8251], [-3.6520, -1.5321, -2.5847], [-3.1150, -0.5028, -2.9603], [-4.2743, -2.4001, -3.4327], [-3.6619, -1.8948, -1.2609], [-4.7137, -3.2391, -3.1066], [-4.2972, -2.1901, -4.4197], [-3.2214, -1.2654, -0.6125], [-4.0819, -2.7387, -0.9221], [-3.9852, 3.3247, 1.9902], [-2.9268, 3.7134, 1.5193], [-4.5632, 3.9430, 3.0704], [-4.6540, 2.2418, 1.5107], [-5.4304, 3.6489, 3.4765], [-4.0915, 4.7438, 3.4451], [-4.2449, 1.7394, 0.7427], [-5.4819, 1.8790, 1.9426], [-3.7939, -2.2064, -7.5681], [-4.0335, -2.1022, -6.3774], [-2.8022, -3.0170, -8.0413], [-4.4972, -1.5167, -8.5132], [-2.5827, -3.1127, -9.0139], [-2.2640, -3.5234, -7.3638], [-5.2225, -0.9061, -8.1874], [-4.3135, -1.5805, -9.4957], [8.2718, -0.3676, 3.2256], [7.9385, -1.4258, 2.7223], [7.3935, 0.6552, 3.4464], [9.5638, -0.1239, 3.6154], [7.6548, 1.5239, 3.8705], [6.4385, 0.5035, 3.1606], [10.2313, -0.8564, 3.4665], [9.8637, 0.7369, 4.0302]]
}